1.
{"formula": "C16H16AsCoNO5S5", "method": "ωB97M-V with the def2-TZVPD basis set", "species": ["Co", "O", "C", "O", "C", "O", "C", "C", "O", "O", "H", "H", "H", "H", "H", "S", "As", "S", "S", "S", "N", "S", "C", "C", "C", "C", "C", "C", "C", "C", "C", "C", "C", "C", "H", "H", "H", "H", "H", "H", "H", "H", "H", "H", "H"], "coordinates": [[0.457, -1.093, -1.670], [3.239, -3.792, 0.333], [2.287, -3.125, -0.328], [1.967, -1.998, -0.031], [1.641, -3.972, -1.407], [1.063, -3.220, -2.441], [1.951, -2.922, -3.522], [2.918, -1.777, -3.133], [4.097, -1.862, -3.472], [2.352, -0.837, -2.488], [3.608, -3.206, 1.005], [0.821, -4.510, -0.926], [2.373, -4.685, -1.792], [1.309, -2.563, -4.328], [2.490, -3.815, -3.843], [-2.575, -3.960, -3.258], [-2.287, -2.130, -2.216], [-1.165, -2.369, -0.361], [-1.087, -0.716, -3.371], [-4.228, -1.357, -1.823], [0.171, 0.656, -0.640], [-1.188, 1.064, 0.051], [-1.071, 2.856, 0.256], [-1.773, 3.645, -0.644], [-1.607, 5.022, -0.621], [-0.739, 5.600, 0.293], [-0.026, 4.803, 1.180], [-0.189, 3.428, 1.163], [-1.121, 0.625, 1.814], [-2.121, 1.047, 2.675], [-2.052, 0.693, 4.013], [-0.995, -0.082, 4.473], [-0.015, -0.518, 3.594], [-0.078, -0.169, 2.252], [0.997, 1.041, -0.185], [-2.435, 3.174, -1.360], [-2.146, 5.644, -1.323], [-0.616, 6.676, 0.317], [0.663, 5.257, 1.881], [0.363, 2.803, 1.854], [-2.944, 1.651, 2.310], [-2.825, 1.012, 4.700], [-0.941, -0.355, 5.520], [0.794, -1.144, 3.947], [0.665, -0.521, 1.548]], "energy_ha": -6659.875373, "gap_ev": [6.934, 5.403], "e_lumo_ev": [2.24, 0.72], "charge": -1, "de_lowest_ev": 0.285, "spin_multiplicity": 5}


2.
{"formula": "C16H16BrN12O5ReS2", "method": "ωB97M-V with the def2-TZVPD basis set", "species": ["Re", "N", "C", "C", "O", "N", "C", "C", "O", "O", "H", "H", "H", "H", "H", "H", "N", "C", "N", "N", "N", "N", "C", "N", "N", "N", "N", "H", "S", "C", "N", "C", "C", "S", "H", "H", "H", "H", "H", "Br", "C", "C", "C", "C", "C", "C", "C", "O", "O", "H", "H", "H", "H"], "coordinates": [[-1.170, -0.240, -1.559], [0.620, -1.308, -2.188], [0.410, -2.775, -2.111], [-1.060, -3.148, -2.084], [-1.419, -4.308, -2.147], [-1.872, -2.067, -1.911], [-3.289, -2.257, -1.642], [-3.967, -0.898, -1.659], [-5.163, -0.787, -1.741], [-3.136, 0.147, -1.536], [0.760, -1.042, -3.160], [1.459, -1.029, -1.673], [0.841, -3.139, -1.181], [0.890, -3.292, -2.939], [-3.420, -2.651, -0.628], [-3.765, -2.946, -2.333], [-0.936, 2.904, -2.992], [-0.538, 2.809, -1.678], [-0.121, 3.817, -0.948], [0.188, 3.253, 0.250], [-0.028, 1.992, 0.238], [-0.508, 1.662, -0.999], [-1.042, 1.823, -3.835], [-1.133, 1.912, -5.141], [-1.155, 0.622, -5.570], [-1.084, -0.195, -4.589], [-1.015, 0.549, -3.437], [-0.912, 3.814, -3.417], [3.689, -0.017, -1.563], [3.603, 0.804, -0.111], [2.862, 0.488, 0.939], [2.733, 1.467, 2.016], [3.893, 2.462, 1.873], [4.528, 2.260, 0.181], [2.138, -0.217, 0.821], [2.769, 0.957, 2.979], [1.775, 1.976, 1.927], [4.697, 2.268, 2.579], [3.544, 3.484, 1.994], [1.937, -1.972, 5.828], [0.594, -1.159, 4.761], [-0.377, -0.383, 5.372], [-1.361, 0.206, 4.587], [-1.369, 0.016, 3.213], [-0.381, -0.759, 2.619], [0.612, -1.351, 3.392], [-0.348, -0.923, 1.127], [-1.438, -0.660, 0.507], [0.698, -1.266, 0.566], [-0.367, -0.244, 6.445], [-2.121, 0.817, 5.058], [-2.123, 0.470, 2.585], [1.378, -1.947, 2.914]], "energy_ha": -5101.469677, "gap_ev": [6.379, 6.496], "e_lumo_ev": [0.76, 1.13], "charge": -1, "de_lowest_ev": 0.460, "spin_multiplicity": 2}


3.
{"formula": "C16H16CrN2O2S", "method": "ωB97M-V with the def2-TZVPD basis set", "species": ["Cr", "O", "C", "C", "C", "C", "C", "C", "C", "N", "N", "C", "O", "C", "C", "C", "C", "C", "C", "H", "H", "H", "H", "H", "H", "H", "H", "H", "H", "C", "S", "C", "H", "H", "H", "H", "H", "H"], "coordinates": [[0.040, -0.555, 0.413], [1.851, -0.444, 0.164], [2.626, 0.594, 0.270], [4.016, 0.466, 0.092], [4.872, 1.520, 0.310], [4.376, 2.762, 0.706], [3.021, 2.947, 0.804], [2.114, 1.899, 0.568], [0.730, 2.199, 0.578], [-0.204, 1.307, 0.379], [-1.481, 1.720, 0.360], [-2.287, 0.688, 0.406], [-1.811, -0.513, 0.474], [-3.726, 0.932, 0.402], [-4.216, 2.240, 0.408], [-5.577, 2.469, 0.419], [-6.468, 1.403, 0.416], [-5.988, 0.101, 0.387], [-4.625, -0.135, 0.386], [4.396, -0.498, -0.213], [5.934, 1.389, 0.164], [5.055, 3.573, 0.916], [2.610, 3.911, 1.071], [0.424, 3.235, 0.721], [-3.507, 3.053, 0.412], [-5.944, 3.487, 0.427], [-7.533, 1.595, 0.441], [-6.680, -0.730, 0.361], [-4.243, -1.148, 0.379], [-1.319, -3.523, -0.011], [0.133, -2.884, 0.894], [1.492, -3.652, -0.056], [-1.131, -3.507, -1.081], [-2.136, -2.846, 0.228], [-1.542, -4.530, 0.332], [1.624, -4.675, 0.290], [2.379, -3.061, 0.153], [1.276, -3.623, -1.119]], "energy_ha": -2321.992820, "gap_ev": [7.491, 7.537], "e_lumo_ev": [0.14, -0.09], "de_lowest_ev": 0.532, "spin_multiplicity": 5}


4.
{"formula": "C16H16F20N2O2", "method": "ωB97M-V with the def2-TZVPD basis set", "species": ["F", "C", "F", "F", "C", "F", "F", "C", "F", "F", "C", "F", "F", "C", "F", "F", "C", "F", "F", "C", "F", "F", "C", "F", "F", "C", "C", "N", "C", "C", "N", "H", "H", "H", "H", "H", "H", "H", "H", "H", "H", "C", "C", "O", "C", "O", "C", "F", "F", "F", "H", "H", "H", "H", "H", "H"], "coordinates": [[-3.678, -1.086, 4.842], [-4.840, -1.140, 3.923], [-5.898, -1.937, 4.643], [-5.444, 0.181, 3.631], [-4.545, -1.990, 2.523], [-4.366, -3.403, 2.925], [-5.833, -1.920, 1.737], [-3.347, -1.360, 1.604], [-4.025, -0.750, 0.400], [-2.605, -0.228, 2.243], [-2.276, -2.452, 1.001], [-3.056, -3.540, 0.300], [-1.543, -1.743, -0.098], [-1.311, -3.166, 2.111], [-1.582, -2.672, 3.513], [-1.724, -4.620, 2.145], [0.291, -3.169, 1.765], [0.608, -3.678, 0.378], [0.895, -4.213, 2.678], [1.080, -1.772, 2.137], [0.349, -0.533, 1.791], [1.209, -1.765, 3.642], [2.631, -1.702, 1.574], [3.282, -3.021, 1.402], [3.413, -1.000, 2.661], [2.812, -0.754, 0.232], [2.232, -1.428, -1.151], [2.358, -0.504, -2.375], [3.344, 0.642, -2.125], [4.639, 0.058, -1.308], [4.317, -0.585, 0.027], [2.384, 0.311, 0.474], [1.065, -1.566, -0.993], [2.799, -2.426, -1.388], [1.408, -0.054, -2.532], [2.669, -1.043, -3.221], [2.787, 1.477, -1.496], [3.657, 1.052, -3.200], [5.442, 0.934, -1.186], [5.151, -0.749, -2.016], [4.739, 0.051, 0.742], [-2.072, 4.649, -1.685], [-2.024, 3.281, -2.338], [-0.997, 3.154, -3.315], [0.368, 2.899, -2.879], [0.413, 1.856, -2.055], [1.104, 4.180, -2.320], [0.753, 5.293, -3.029], [2.458, 4.080, -2.458], [0.866, 4.464, -1.017], [-1.887, 5.444, -2.413], [-3.048, 4.814, -1.219], [-1.326, 4.736, -0.894], [-2.963, 3.150, -2.888], [-2.000, 2.480, -1.592], [0.867, 2.778, -3.853]], "energy_ha": -2876.146485, "gap_ev": 6.591, "e_lumo_ev": -1.28}